# 1
C28H60B2FN2O3S | wB97M-V/def2-TZVPD

Gap between HOMO and LUMO, Ha: 0.336
Net charge: +1

```
97
C28H60B2FN2O3S, DFT wB97M-V/def2-TZVPD
C -5.303 -0.854 -2.097
C -3.917 -0.987 -2.731
C -3.958 -1.345 -4.222
C -4.320 -2.822 -4.474
C -3.246 -3.662 -5.192
C -2.551 -2.987 -6.386
C -1.032 -2.825 -6.246
C -0.545 -2.227 -4.912
C 0.047 -0.817 -5.032
C 0.967 -0.469 -3.856
C 0.224 -0.411 -2.523
C 1.135 -0.445 -1.297
C 2.128 -1.628 -1.255
C 2.239 -2.257 0.130
C 2.881 -1.286 1.127
C 2.587 -1.614 2.606
C 2.297 -0.439 3.523
F 2.948 -0.773 4.751
C 2.936 0.911 3.184
N 2.005 1.898 3.846
B 2.387 3.393 3.842
O 3.579 3.633 4.474
N 1.543 4.434 3.329
C 2.413 5.481 2.719
C 0.741 5.079 4.424
C 0.633 1.375 3.499
C 0.289 1.275 2.000
C 0.277 2.519 1.103
C 1.613 2.769 0.405
S 1.254 3.478 -1.236
B -0.524 2.032 4.365
O -0.181 2.406 5.626
O -1.821 2.147 3.940
C 0.842 -0.092 3.980
C -0.306 -1.081 3.813
C -0.635 -1.644 2.412
C -1.094 -3.113 2.453
H -5.262 -0.157 -1.258
H -6.020 -0.444 -2.805
H -5.663 -1.799 -1.694
H -3.401 -0.026 -2.645
H -3.310 -1.715 -2.188
H -3.002 -1.066 -4.659
H -4.721 -0.714 -4.681
H -5.256 -2.895 -5.026
H -4.488 -3.291 -3.503
H -2.499 -3.948 -4.449
H -3.697 -4.594 -5.530
H -2.729 -3.597 -7.272
H -2.997 -2.016 -6.605
H -0.551 -3.794 -6.387
H -0.674 -2.186 -7.054
H 0.232 -2.866 -4.483
H -1.350 -2.197 -4.182
H -0.752 -0.071 -5.062
H 0.627 -0.738 -5.952
H 1.362 0.534 -4.042
H 1.815 -1.153 -3.842
H -0.318 0.538 -2.501
H -0.526 -1.198 -2.423
H 0.540 -0.463 -0.378
H 1.687 0.501 -1.274
H 1.857 -2.372 -2.002
H 3.118 -1.258 -1.532
H 2.894 -3.126 0.035
H 1.268 -2.622 0.466
H 2.567 -0.274 0.864
H 3.957 -1.328 0.963
H 1.825 -2.385 2.686
H 3.490 -2.063 3.015
H 3.897 0.979 3.691
H 3.146 1.157 2.150
H 2.157 1.654 4.835
H 4.373 3.368 4.005
H 1.813 6.105 2.062
H 3.220 5.030 2.146
H 2.868 6.120 3.476
H -0.298 4.757 4.380
H 0.752 6.155 4.294
H 1.119 4.826 5.415
H -0.718 0.865 2.001
H 0.898 0.523 1.499
H -0.436 2.310 0.301
H -0.077 3.415 1.607
H 2.238 3.478 0.935
H 2.162 1.841 0.253
H 2.477 3.456 -1.780
H -0.927 2.797 6.089
H -1.919 2.570 3.085
H 0.975 -0.034 5.066
H -1.225 -0.660 4.222
H -0.070 -1.921 4.470
H 0.164 -1.500 1.694
H -1.482 -1.075 2.025
H -2.100 -3.221 2.055
H -0.447 -3.759 1.861
H -1.118 -3.503 3.469
```



# 2
C5H13NO | wB97M-V/def2-TZVPD

Gap between HOMO and LUMO, Ha: 0.386
SMILES: C=CCCCN.O

```
20
C5H13NO, DFT wB97M-V/def2-TZVPD
C 1.460 -2.321 1.227
C 0.890 -1.150 0.922
C 1.044 -0.559 -0.595
C -0.196 -0.655 -1.648
C -1.434 0.160 -1.118
N -1.332 1.547 -0.456
H 1.482 -2.616 2.274
H 1.970 -3.008 0.549
H 0.625 -0.636 1.869
H 1.894 -1.205 -1.015
H 1.571 0.468 -0.622
H 0.145 -0.201 -2.574
H -0.555 -1.709 -1.952
H -2.104 0.169 -1.955
H -2.013 -0.357 -0.304
H -1.035 2.262 -1.129
H -0.673 1.658 0.230
O -0.474 2.575 2.380
H -1.071 2.089 1.784
H -0.195 3.490 2.132
```



# 3
C17H12Cl5GeN4O4ReS | wB97M-V/def2-TZVPD

<S²>: 2.021
Gap between HOMO and LUMO (alpha / beta), Ha: 0.206 / 0.194
Spin multiplicity: 3
Net charge: +2

```
45
C17H12Cl5GeN4O4ReS, DFT wB97M-V/def2-TZVPD
Re 0.355 0.409 -1.074
N -0.828 -3.404 6.150
C -1.032 -2.566 5.125
C -1.140 -1.173 5.348
C -1.362 -0.317 4.306
C -1.478 -0.834 3.003
C -1.365 -2.213 2.758
C -1.149 -3.063 3.804
S -1.736 0.271 1.755
O -2.336 1.482 2.180
O -2.449 -0.509 0.657
N -0.358 0.634 0.910
C 0.473 1.662 1.279
N 1.166 1.924 0.157
C 2.115 2.871 0.179
C 2.324 3.553 1.355
C 1.545 3.203 2.462
N 0.614 2.244 2.440
H -0.779 -3.068 7.096
H -0.783 -4.398 6.010
H -1.066 -0.787 6.356
H -1.464 0.745 4.483
H -1.476 -2.608 1.757
H -1.086 -4.129 3.630
H 2.660 3.061 -0.735
H 3.069 4.331 1.422
H 1.682 3.710 3.409
Cl 1.732 -0.007 -8.378
C 1.284 -0.113 -6.728
C 0.649 -1.293 -6.274
C 0.256 -1.456 -4.969
Cl -0.467 -2.922 -4.459
C 0.487 -0.420 -4.039
O 0.129 -0.581 -2.790
C 1.134 0.757 -4.498
C 1.348 1.792 -3.603
O 1.016 1.770 -2.362
C 1.534 0.902 -5.856
H 0.474 -2.096 -6.979
H 1.817 2.720 -3.926
H 2.023 1.811 -6.180
Cl -2.914 -1.758 -2.112
Ge -2.133 -0.104 -1.125
Cl -3.142 1.690 -1.538
Cl 0.656 -1.723 -0.408
```



# 4
C4H14N2O | wB97M-V/def2-TZVPD

Gap between HOMO and LUMO, Ha: 0.382
Net charge: +2

```
21
C4H14N2O, DFT wB97M-V/def2-TZVPD
C 0.060 -1.108 -1.197
C 0.631 -0.934 0.219
C 1.573 0.288 0.341
C 1.085 2.596 1.026
N 0.851 1.350 1.084
N -0.931 -2.259 -1.188
H -0.414 -0.163 -1.475
H 0.838 -1.380 -1.890
H -0.075 -0.960 1.049
H 1.305 -1.809 0.392
H 2.464 0.122 0.925
H 1.893 0.659 -0.646
H 1.858 2.967 0.359
H 0.638 3.336 1.714
H 0.149 0.981 1.733
H -0.520 -3.188 -1.334
H -1.598 -2.211 -1.979
H -1.422 -2.275 -0.296
H -2.482 2.076 0.464
H -3.386 0.766 0.468
O -2.518 1.145 0.232
```



# 5
C34H84BN6O20 | wB97M-V/def2-TZVPD

Gap between HOMO and LUMO, Ha: 0.304
Net charge: -1

```
145
C34H84BN6O20, DFT wB97M-V/def2-TZVPD
O 30.090 -11.419 -9.566
C 28.889 -11.080 -9.314
O 28.117 -11.262 -8.108
B 26.777 -10.712 -8.349
O 26.903 -10.071 -9.605
C 28.051 -10.248 -10.243
O 28.435 -9.722 -11.309
O 26.170 -9.748 -7.309
C 25.057 -10.245 -6.900
O 24.180 -9.561 -6.313
C 24.867 -11.619 -7.571
O 25.875 -11.857 -8.318
O 23.827 -12.189 -7.523
C 29.569 -3.617 -14.967
C 28.471 -4.566 -14.573
C 28.939 -5.890 -14.048
O 30.035 -5.822 -13.093
C 30.655 -6.989 -12.910
N 27.797 -3.854 -13.512
H 29.272 -2.612 -15.266
H 29.923 -4.069 -15.893
H 30.395 -3.574 -14.257
H 27.705 -4.677 -15.340
H 29.204 -6.484 -14.923
H 28.033 -6.346 -13.649
H 31.318 -6.958 -12.046
H 31.295 -7.110 -13.784
H 29.963 -7.796 -12.667
H 28.569 -3.752 -12.869
H 27.269 -4.603 -13.087
C 33.133 -10.171 -7.985
C 33.045 -8.758 -8.571
C 34.487 -8.186 -8.902
O 35.168 -7.651 -7.719
C 36.424 -7.122 -8.092
N 32.312 -8.833 -9.796
H 33.444 -10.085 -6.944
H 33.865 -10.839 -8.438
H 32.116 -10.546 -7.870
H 32.616 -8.126 -7.793
H 34.341 -7.285 -9.498
H 35.120 -8.849 -9.491
H 37.081 -7.809 -8.625
H 36.929 -7.004 -7.133
H 36.298 -6.211 -8.677
H 32.256 -9.758 -10.199
H 31.385 -8.520 -9.546
C 24.645 -9.002 -12.264
C 25.303 -10.241 -12.882
C 24.751 -11.528 -12.212
O 25.264 -12.777 -12.519
C 24.645 -13.801 -11.745
N 25.006 -10.142 -14.255
H 24.939 -8.959 -11.215
H 23.557 -8.954 -12.313
H 25.132 -8.152 -12.742
H 26.388 -10.332 -12.923
H 23.665 -11.616 -12.204
H 25.107 -11.563 -11.182
H 25.127 -14.772 -11.859
H 23.594 -14.016 -11.938
H 24.915 -13.693 -10.694
H 24.015 -10.200 -14.440
H 25.355 -10.979 -14.700
C 28.795 -12.249 -13.814
C 30.217 -11.731 -14.077
C 30.077 -10.247 -14.686
O 29.437 -10.386 -15.952
C 30.159 -10.998 -16.999
N 30.902 -11.636 -12.770
H 28.680 -12.974 -13.009
H 28.302 -12.644 -14.702
H 28.081 -11.516 -13.438
H 30.815 -12.386 -14.710
H 31.086 -9.857 -14.816
H 29.418 -9.619 -14.086
H 30.933 -10.371 -17.443
H 29.539 -11.053 -17.894
H 30.591 -11.930 -16.633
H 31.167 -12.579 -12.523
H 30.008 -11.541 -12.309
C 20.522 -3.344 -7.027
C 19.791 -4.311 -7.972
C 20.430 -5.757 -8.035
O 21.826 -5.692 -8.268
C 22.403 -6.961 -8.326
N 18.381 -4.384 -7.527
H 20.285 -2.293 -7.193
H 21.610 -3.383 -7.090
H 20.282 -3.600 -5.995
H 19.797 -3.775 -8.921
H 19.959 -6.415 -8.765
H 20.211 -6.164 -7.048
H 22.005 -7.425 -9.228
H 22.299 -7.649 -7.487
H 23.464 -6.801 -8.520
H 17.940 -5.273 -7.713
H 17.830 -3.907 -8.227
C 27.859 -10.860 -3.929
C 26.705 -9.905 -3.503
C 25.598 -10.600 -2.697
O 24.542 -9.795 -2.407
C 23.654 -10.292 -1.413
N 27.362 -8.803 -2.747
H 28.523 -10.189 -4.473
H 27.457 -11.630 -4.588
H 28.347 -11.338 -3.080
H 26.223 -9.655 -4.448
H 25.918 -11.069 -1.766
H 25.334 -11.459 -3.314
H 23.640 -9.615 -0.559
H 23.864 -11.333 -1.166
H 22.616 -10.227 -1.741
H 26.683 -8.183 -2.328
H 27.603 -8.376 -3.630
C 28.586 -14.308 -6.568
C 28.256 -15.124 -7.862
O 29.491 -15.726 -8.101
O 29.607 -13.264 -6.670
H 28.825 -14.886 -5.675
H 27.663 -13.775 -6.338
H 27.919 -14.462 -8.660
H 27.438 -15.780 -7.564
H 30.157 -15.045 -7.983
H 29.542 -12.881 -7.548
C 22.559 -14.854 -3.888
C 23.490 -14.373 -4.984
O 24.823 -14.997 -4.832
O 22.970 -14.232 -2.700
H 22.523 -15.936 -3.758
H 21.604 -14.419 -4.181
H 23.776 -13.322 -5.010
H 22.949 -14.697 -5.873
H 24.718 -15.815 -5.324
H 23.863 -14.551 -2.552
C 32.779 -13.865 -10.559
C 32.241 -14.734 -11.637
O 31.093 -14.306 -12.178
O 31.830 -13.693 -9.584
H 33.219 -12.999 -11.051
H 33.610 -14.328 -10.028
H 32.102 -15.704 -11.159
H 32.904 -14.876 -12.490
H 30.443 -14.473 -11.491
H 31.413 -12.876 -9.867
```



# 6
C8H14N3O7S | wB97M-V/def2-TZVPD

Gap between HOMO and LUMO, Ha: 0.214
Net charge: -1

```
33
C8H14N3O7S, DFT wB97M-V/def2-TZVPD
C 4.489 -0.083 -0.506
C 4.240 1.264 0.104
O 5.023 1.734 0.893
O 3.160 2.024 -0.274
C 2.024 1.371 -0.739
O 1.597 1.672 -1.826
C 1.349 0.396 0.176
C -0.072 0.078 -0.218
C -0.232 -0.717 -1.501
C -1.748 -0.932 -1.779
N -2.587 -0.427 -0.692
C -2.240 0.748 -0.169
N -3.157 1.396 0.500
N -0.948 1.273 -0.255
H 5.227 -0.024 -1.292
H 4.923 -0.690 0.273
H 3.616 -0.602 -0.871
H 1.895 -0.526 0.324
H 1.312 0.871 1.153
H -0.474 -0.545 0.577
H 0.172 -0.232 -2.381
H 0.302 -1.654 -1.399
H -2.054 -0.458 -2.701
H -1.897 -1.999 -1.851
H -2.662 -1.149 0.071
H -2.950 1.691 1.451
H -4.096 1.477 0.169
H -0.870 1.672 -1.189
O -2.425 -0.104 2.485
S -2.704 -1.552 2.815
O -3.935 -1.673 3.604
O -1.540 -2.112 3.523
O -2.866 -2.270 1.496
```



# 7
C5H12O2 | wB97M-V/def2-TZVPD

Gap between HOMO and LUMO, Ha: 0.399
SMILES: CC[C@@H](O)[C@@H](C)O

```
19
C5H12O2, DFT wB97M-V/def2-TZVPD
C -1.759 -1.695 1.127
C -0.426 -0.957 1.059
C -0.272 -0.172 -0.245
O -1.286 0.806 -0.393
C 1.102 0.490 -0.361
C 1.304 1.190 -1.706
O 1.160 1.423 0.719
H -2.587 -0.993 0.992
H -1.828 -2.453 0.337
H -1.887 -2.203 2.089
H -0.329 -0.258 1.899
H 0.408 -1.668 1.147
H -0.393 -0.859 -1.093
H -1.042 1.520 0.215
H 1.871 -0.287 -0.221
H 0.864 2.191 -1.670
H 2.366 1.279 -1.959
H 0.812 0.647 -2.519
H 1.923 1.997 0.583
```



# 8
C27H37BNO2 | wB97M-V/def2-TZVPD

Gap between HOMO and LUMO, Ha: 0.266
Net charge: +1

```
68
C27H37BNO2, DFT wB97M-V/def2-TZVPD
C 6.236 3.052 2.282
O 5.885 1.892 3.048
C 4.640 1.372 2.863
C 4.387 0.141 3.514
C 3.178 -0.496 3.313
C 2.158 0.121 2.593
C 0.814 -0.577 2.549
C -0.447 0.057 3.057
C -1.603 -0.758 3.109
C -2.856 -0.200 3.213
C -2.978 1.208 3.164
O -4.205 1.670 2.832
C -4.364 3.094 2.700
C -1.836 2.038 3.203
C -0.587 1.452 3.087
C 2.431 1.292 1.865
C 3.649 1.955 2.032
H 7.276 3.231 2.535
H 6.133 2.866 1.210
H 5.624 3.911 2.572
H 5.148 -0.296 4.150
H 2.985 -1.478 3.744
H 0.896 -1.614 2.884
H -1.493 -1.842 3.018
H -3.753 -0.806 3.200
H -5.434 3.230 2.540
H -4.048 3.616 3.614
H -3.799 3.475 1.837
H -1.925 3.127 3.156
H 0.299 2.087 2.955
H 1.706 1.724 1.168
H 3.848 2.905 1.527
C -1.465 -2.299 0.033
C -1.471 -2.274 -1.481
C -0.955 -3.609 -2.020
N -0.716 -1.108 -2.105
C -0.766 -1.306 -3.566
C -1.966 -1.325 -4.267
C -1.859 -1.542 -5.652
C -0.618 -1.712 -6.239
C 0.568 -1.677 -5.496
C 0.463 -1.469 -4.133
C -1.313 0.263 -1.819
C -0.707 1.334 -2.724
C -1.179 0.724 -0.388
B 0.959 -1.209 -2.083
H 0.552 -0.594 1.532
H -1.751 -3.306 0.373
H -0.476 -2.089 0.469
H -2.218 -1.625 0.451
H -2.511 -2.139 -1.819
H -1.509 -4.415 -1.524
H -1.128 -3.724 -3.095
H 0.109 -3.787 -1.813
H -2.931 -1.183 -3.763
H -2.771 -1.576 -6.260
H -0.521 -1.881 -7.308
H 1.555 -1.803 -5.918
H 1.386 -1.434 -3.456
H -2.384 0.154 -2.058
H -1.157 2.299 -2.460
H 0.379 1.449 -2.595
H -0.921 1.167 -3.784
H -1.665 1.708 -0.291
H -1.686 0.070 0.320
H -0.128 0.844 -0.082
H 1.356 -2.230 -1.597
H 1.480 -0.142 -1.915
```



# 9
C10H12N3O2 | wB97M-V/def2-TZVPD

Gap between HOMO and LUMO (alpha / beta), Ha: 0.221 / 0.267
Net charge: -1

```
27
C10H12N3O2, DFT wB97M-V/def2-TZVPD
C -2.931 -0.323 -1.350
C -2.384 0.646 -2.175
C -1.844 -0.737 -0.522
C -1.004 0.813 -1.885
C 2.421 -1.184 0.232
C 0.524 -2.247 1.838
C 1.012 -1.589 0.212
C 0.460 -0.314 -0.200
C -0.333 0.809 1.969
C 1.452 2.034 -0.292
N 2.677 0.041 -0.051
N -0.698 -0.094 -0.920
N 1.497 0.614 -0.379
O -0.516 -1.758 2.206
O 1.354 -3.001 2.320
H -4.014 -0.470 -1.198
H -2.846 1.151 -2.927
H -1.850 -1.526 0.178
H -0.228 1.342 -2.456
H 3.302 -1.793 0.272
H 0.638 -2.448 -0.473
H 0.215 0.480 2.866
H -1.289 0.426 1.724
H -0.327 1.854 1.779
H 1.107 2.450 0.706
H 2.630 2.263 -0.318
H 0.975 2.562 -1.156
```



# 10
C3H9O | wB97M-V/def2-TZVPD

Gap between HOMO and LUMO, Ha: 0.239
Net charge: -1

```
13
C3H9O, DFT wB97M-V/def2-TZVPD
C 2.991 0.538 -0.560
H 2.177 0.726 -1.256
H 3.327 1.485 -0.144
H 2.663 -0.162 0.194
H 3.803 0.082 -1.121
C -1.270 -0.773 0.137
O -0.314 -0.057 -0.451
C -2.469 0.089 0.593
H -1.732 -1.588 -0.495
H -0.930 -1.363 1.041
H -2.158 0.830 1.334
H -2.775 0.656 -0.288
H -3.312 -0.463 1.015
```



Number 1: energy -1985.792171 Ha, F_max 0.996 eV Å⁻¹. Number 2: energy -328.211007 Ha, F_max 4.358 eV Å⁻¹. Number 3: energy -6028.907316 Ha, F_max 0.581 eV Å⁻¹. Number 4: energy -344.916959 Ha, F_max 2.628 eV Å⁻¹. Number 5: energy -3203.985070 Ha, F_max 5.675 eV Å⁻¹. Number 6: energy -1402.420180 Ha, F_max 1.839 eV Å⁻¹. Number 7: energy -348.183668 Ha, F_max 0.325 eV Å⁻¹. Number 8: energy -1280.795751 Ha, F_max 3.045 eV Å⁻¹. Number 9: energy -702.874721 Ha, F_max 3.433 eV Å⁻¹. Number 10: energy -194.907493 Ha, F_max 0.602 eV Å⁻¹.